# 1
{"formula": "C34H52O24", "method": "ωB97M-V/def2-TZVPD", "symbols": ["C", "C", "O", "O", "C", "C", "C", "C", "C", "C", "O", "O", "C", "C", "C", "C", "C", "O", "C", "C", "C", "O", "H", "H", "H", "H", "H", "H", "H", "H", "H", "H", "H", "H", "H", "H", "H", "H", "C", "O", "C", "O", "O", "C", "H", "H", "H", "H", "H", "H", "C", "O", "C", "O", "O", "C", "H", "H", "H", "H", "H", "H", "C", "O", "C", "O", "O", "C", "H", "H", "H", "H", "H", "H", "C", "O", "C", "O", "O", "C", "H", "H", "H", "H", "H", "H", "C", "O", "C", "O", "O", "C", "H", "H", "H", "H", "H", "H", "C", "O", "C", "O", "O", "C", "H", "H", "H", "H", "H", "H"], "coordinates": [[3.245, 2.635, 7.303], [3.467, 1.438, 6.382], [2.824, 0.419, 6.463], [4.454, 1.574, 5.423], [4.106, 2.568, 4.438], [3.029, 2.023, 3.477], [1.962, 3.069, 3.094], [0.809, 3.157, 4.072], [0.007, 2.061, 4.377], [0.217, 0.676, 3.738], [-1.047, 0.161, 3.343], [-1.491, 0.978, 2.278], [-1.043, 2.153, 5.256], [-1.378, 3.339, 5.873], [-0.612, 4.431, 5.565], [0.466, 4.349, 4.695], [1.232, 5.642, 4.476], [2.438, 5.708, 4.363], [0.362, 6.876, 4.457], [-0.679, 6.951, 5.272], [-0.955, 5.774, 6.180], [-1.378, 5.909, 7.307], [2.580, 2.354, 8.116], [4.224, 2.987, 7.642], [2.821, 3.443, 6.696], [5.030, 2.726, 3.872], [3.857, 3.538, 4.883], [3.544, 1.746, 2.547], [2.636, 1.092, 3.887], [1.535, 2.758, 2.128], [2.470, 4.016, 2.919], [0.659, 0.013, 4.491], [0.897, 0.755, 2.887], [-2.182, 1.549, 2.648], [-1.653, 1.279, 5.463], [-2.211, 3.430, 6.560], [0.555, 7.703, 3.778], [-1.363, 7.794, 5.296], [-6.214, -2.867, -0.308], [-4.952, -3.197, 0.277], [-4.497, -2.297, 1.150], [-5.058, -1.278, 1.461], [-3.320, -2.716, 1.618], [-2.730, -1.817, 2.573], [-6.468, -3.672, -0.992], [-6.985, -2.797, 0.458], [-6.145, -1.935, -0.869], [-3.377, -1.709, 3.443], [-2.539, -0.860, 2.116], [-1.788, -2.252, 2.892], [-7.587, 0.557, 0.603], [-7.981, 1.706, -0.152], [-7.320, 1.852, -1.298], [-6.462, 1.120, -1.718], [-7.775, 2.951, -1.903], [-7.148, 3.231, -3.155], [-8.191, 0.540, 1.507], [-7.776, -0.355, 0.040], [-6.539, 0.619, 0.885], [-7.322, 2.422, -3.862], [-6.080, 3.398, -3.022], [-7.600, 4.141, -3.542], [-1.873, -3.948, -0.287], [-1.424, -5.311, -0.352], [-0.142, -5.455, -0.662], [0.639, -4.563, -0.883], [0.138, -6.759, -0.688], [1.493, -7.065, -1.016], [-2.913, -3.970, -0.040], [-1.330, -3.404, 0.479], [-1.755, -3.465, -1.259], [2.173, -6.642, -0.277], [1.739, -6.702, -2.014], [1.589, -8.147, -1.003], [8.520, 2.625, 4.594], [8.041, 3.659, 3.733], [8.978, 4.524, 3.344], [10.139, 4.494, 3.653], [8.402, 5.429, 2.552], [9.295, 6.427, 2.057], [7.672, 1.990, 4.842], [9.274, 2.022, 4.090], [8.921, 3.045, 5.515], [10.080, 5.975, 1.453], [9.727, 6.998, 2.878], [8.710, 7.097, 1.432], [-0.230, -6.361, -7.629], [0.349, -6.361, -6.324], [0.453, -5.152, -5.772], [0.111, -4.113, -6.273], [1.003, -5.295, -4.567], [1.180, -4.070, -3.846], [-0.261, -7.393, -7.971], [-1.246, -5.972, -7.600], [0.380, -5.782, -8.322], [0.221, -3.589, -3.664], [1.848, -3.400, -4.387], [1.629, -4.318, -2.893], [-1.773, -4.616, -13.756], [-1.195, -4.620, -12.451], [-1.092, -3.410, -11.896], [-1.436, -2.373, -12.397], [-0.542, -3.554, -10.691], [-0.369, -2.332, -9.971], [-1.801, -5.648, -14.096], [-2.789, -4.227, -13.726], [-1.162, -4.035, -14.446], [-1.330, -1.853, -9.790], [0.297, -1.659, -10.510], [0.082, -2.579, -9.013]], "mulliken_charge": [-0.79, 0.76, -0.55, -0.40, -0.89, -0.52, -1.57, 0.61, 1.34, -1.43, -0.09, -0.43, -0.44, -1.27, 0.94, 0.52, 0.19, -0.53, -0.79, -0.50, -0.05, -0.54, 0.34, 0.34, 0.05, 0.42, 0.33, 0.40, 0.54, 0.48, 0.47, 0.24, 0.53, 0.34, 0.52, 0.50, 0.40, 0.40, -0.69, -0.33, 0.75, -0.56, -0.28, -0.85, 0.30, 0.29, 0.26, 0.37, 0.47, 0.31, -0.52, -0.33, 0.77, -0.54, -0.34, -0.63, 0.29, 0.20, 0.30, 0.29, 0.29, 0.22, -0.49, -0.34, 0.92, -0.59, -0.37, -0.50, 0.36, 0.18, 0.23, 0.30, 0.16, 0.23, -0.62, -0.19, 0.73, -0.54, -0.30, -0.64, 0.14, 0.32, 0.32, 0.29, 0.30, 0.22, -0.58, -0.31, 0.78, -0.55, -0.29, -0.63, 0.23, 0.28, 0.25, 0.28, 0.36, 0.17, -0.64, -0.31, 0.76, -0.54, -0.24, -0.61, 0.22, 0.29, 0.29, 0.31, 0.31, 0.15], "gap_ev": 8.9, "e_above_lowest_kj_mol": 476.0, "e_tot_ev": -85237.6933, "smiles": "CC(=O)OCCCc1c(COO)ccc2c1C(=O)C=CC2=O.COC(=O)OC.COC(=O)OC.COC(=O)OC.COC(=O)OC.COC(=O)OC.COC(=O)OC", "mol_weight_g_mol": 844.77, "e_lumo_ev": -1.039}

# 2
{"formula": "C34H53BCeN7O2PS6", "method": "ωB97M-V/def2-TZVPD", "symbols": ["Ce", "C", "C", "C", "C", "N", "N", "B", "N", "N", "C", "C", "C", "C", "C", "S", "C", "C", "C", "C", "N", "N", "C", "C", "C", "C", "C", "S", "C", "C", "C", "C", "C", "S", "C", "C", "C", "C", "H", "H", "H", "H", "H", "H", "H", "H", "H", "H", "H", "H", "H", "H", "H", "H", "H", "H", "H", "H", "H", "H", "H", "H", "H", "H", "H", "H", "H", "H", "H", "H", "H", "H", "H", "H", "H", "H", "H", "S", "C", "N", "C", "C", "C", "O", "P", "S", "S", "O", "C", "C", "C", "H", "H", "H", "H", "H", "H", "H", "H", "H", "H", "H", "H", "H", "H"], "coordinates": [[4.759, -20.522, -4.484], [1.093, -22.809, -6.691], [1.930, -23.421, -5.556], [2.249, -24.781, -5.611], [2.903, -25.408, -4.484], [3.272, -24.756, -3.420], [3.140, -23.363, -3.482], [3.869, -22.811, -2.370], [5.193, -23.292, -1.895], [5.077, -23.553, -0.568], [6.177, -23.970, 0.039], [7.455, -23.986, -0.679], [7.625, -23.707, -2.033], [8.919, -23.637, -2.821], [6.322, -23.442, -2.660], [6.250, -23.301, -4.394], [6.051, -24.476, 1.487], [4.565, -24.548, 1.851], [6.669, -25.895, 1.652], [6.844, -23.462, 2.316], [2.975, -22.199, -1.285], [2.027, -23.026, -0.804], [0.987, -22.410, -0.283], [0.969, -21.067, 0.034], [2.039, -20.281, -0.201], [1.995, -18.836, 0.179], [3.145, -20.934, -0.897], [4.502, -20.046, -1.514], [-0.201, -23.283, 0.113], [-1.361, -23.098, -0.833], [0.204, -24.772, 0.069], [-0.656, -22.966, 1.545], [2.435, -22.654, -4.445], [2.025, -20.971, -4.234], [3.369, -26.865, -4.547], [3.786, -27.272, -3.194], [2.183, -27.688, -5.090], [4.460, -26.859, -5.582], [1.140, -23.451, -7.568], [1.471, -21.801, -6.914], [0.012, -22.729, -6.475], [2.083, -25.283, -6.560], [8.380, -24.150, -0.113], [9.725, -23.111, -2.297], [8.798, -23.198, -3.804], [9.323, -24.659, -3.016], [4.023, -25.278, 1.237], [3.992, -23.584, 1.878], [4.612, -24.855, 2.870], [6.345, -26.591, 0.901], [6.530, -26.322, 2.656], [7.779, -25.812, 1.560], [6.614, -22.398, 2.013], [7.903, -23.492, 2.185], [6.623, -23.636, 3.360], [0.101, -20.782, 0.612], [2.941, -18.319, 0.001], [1.696, -18.733, 1.211], [1.324, -18.275, -0.461], [-1.134, -23.387, -1.870], [-1.582, -21.992, -0.838], [-2.245, -23.684, -0.572], [0.524, -25.069, -1.026], [-0.705, -25.308, 0.328], [0.960, -25.046, 0.787], [-1.136, -21.956, 1.574], [0.175, -22.987, 2.324], [-1.513, -23.613, 1.902], [2.971, -27.265, -2.453], [4.562, -26.623, -2.767], [4.217, -28.320, -3.240], [1.446, -28.001, -4.302], [2.500, -28.654, -5.548], [1.623, -27.243, -5.928], [5.142, -25.980, -5.519], [3.930, -26.950, -6.574], [5.126, -27.709, -5.552], [4.501, -20.093, -9.394], [4.438, -20.664, -7.891], [4.464, -21.070, -6.755], [5.331, -16.105, -2.897], [6.797, -16.102, -3.183], [7.572, -16.941, -2.111], [7.158, -16.627, -4.542], [6.595, -17.945, -5.262], [4.549, -17.948, -5.199], [7.385, -19.608, -4.397], [7.080, -17.864, -6.775], [7.627, -16.630, -7.451], [8.814, -17.218, -8.179], [6.460, -16.118, -8.321], [5.107, -15.586, -1.915], [4.915, -17.109, -2.896], [4.818, -15.550, -3.698], [7.174, -15.059, -3.272], [7.378, -17.979, -2.327], [7.141, -16.669, -1.142], [8.668, -16.668, -2.166], [7.930, -15.954, -6.637], [8.466, -17.846, -9.015], [9.371, -17.798, -7.467], [9.508, -16.560, -8.743], [6.111, -16.989, -8.851], [6.816, -15.301, -8.931], [5.626, -15.724, -7.785]], "mulliken_charge": [0.34, -1.63, -0.13, -0.35, 0.13, -0.49, 0.72, -0.96, 0.67, -0.57, -0.33, -0.25, -0.31, -1.79, 1.32, -0.27, 2.19, -1.78, -1.54, -1.66, 0.98, -0.51, 0.29, -0.40, 0.02, -1.95, 0.86, -0.42, 1.67, -1.59, -1.44, -1.62, 0.99, -0.21, 2.20, -1.73, -1.71, -1.35, 0.43, 0.37, 0.30, 0.45, 0.46, 0.43, 0.38, 0.31, 0.34, 0.11, 0.66, 0.36, 0.42, 0.35, 0.28, 0.42, 0.45, 0.44, 0.38, 0.43, 0.37, 0.29, 0.35, 0.47, 0.04, 0.56, 0.27, 0.44, 0.30, 0.39, 0.30, 0.14, 0.45, 0.35, 0.43, 0.36, 0.07, 0.40, 0.47, -0.27, 0.57, -0.46, -1.13, 0.46, -0.91, -0.47, 1.02, -0.30, -0.32, -0.04, 0.53, -1.27, -1.25, 0.44, 0.00, 0.40, 0.25, 0.13, 0.41, 0.26, 0.29, 0.29, 0.35, 0.38, 0.28, 0.43, 0.32], "gap_ev": 5.6, "e_above_lowest_kj_mol": 0.0, "e_tot_ev": -138539.0943, "mol_weight_g_mol": 966.15, "total_charge": 2, "e_lumo_ev": -7.553}

- What is the formula in the first record?
  C34H52O24